No. 1
Formula: C18H17N2O
Source: the Open Molecules 2025 dataset
Level of theory: wB97M-V/def2-TZVPD

Properties
total charge	+1
LUMO level	-3.07	eV
SMILES	c1ccc(-c2[nH]c[n+](C[C@H]3CO3)c2-c2ccccc2)cc1
orbital gap	8.8	eV

Atoms and positions in Å:
O1 -0.013 3.533 -0.983
N1 -0.922 1.011 -1.616
N2 1.000 0.212 -2.337
C1 -1.454 3.308 -1.009
C2 -2.417 -0.014 3.135
C3 -1.021 -0.019 0.646
C4 -0.341 0.187 -0.681
C5 -0.569 3.565 0.312
C6 -1.088 0.318 3.081
C7 2.298 -3.305 0.872
C8 -0.340 0.331 1.873
C9 0.826 -0.465 -1.150
C10 1.462 -2.274 0.478
C11 -2.231 -0.575 0.758
C12 1.706 -1.650 -0.752
C13 3.393 -3.723 0.053
C14 3.613 -3.103 -1.164
C15 -0.008 1.126 -2.591
C16 2.734 -2.074 -1.635
C17 -1.997 1.936 -1.262
C18 -2.970 -0.595 2.002
H1 2.274 -3.625 1.899
H2 2.909 -1.420 -2.519
H3 -0.558 2.771 1.048
H4 -2.969 0.242 4.100
H5 4.126 -4.458 0.253
H6 0.064 1.853 -3.369
H7 0.584 0.979 1.777
H8 -2.703 -0.900 -0.152
H9 -0.744 4.662 0.673
H10 0.702 -1.888 1.211
H11 -2.637 1.566 -0.454
H12 -1.927 4.022 -1.626
H13 4.428 -3.417 -1.923
H14 -0.558 0.664 3.936
H15 -4.000 -0.971 1.991
H16 -2.563 1.969 -2.171
H17 1.914 0.222 -2.702

Atomic partial charges in e from the Löwdin method, atoms 1 to 2: number 1, O, carries -0.072; number 2, N, carries 0.029



No. 2
Formula: C18H18N4O2
Source: the Open Molecules 2025 dataset
Level of theory: wB97M-V/def2-TZVPD

Properties
LUMO level	0.08	eV
SMILES	C=CCOC(=O)[C@@H](C#N)c1nc2ccccc2nc1N1CCCC1
orbital gap	8.2	eV

Atoms and positions in Å:
O1 2.993 -1.447 -0.466
O2 1.554 -1.411 1.261
N1 0.229 1.886 -0.648
N2 -1.468 -1.305 -0.151
N3 0.237 -3.460 -1.986
N4 -1.917 1.424 -0.090
C1 4.101 -1.639 0.429
C2 4.579 -0.319 0.955
C3 2.129 3.150 -0.050
C4 0.438 -2.427 -1.544
C5 -5.176 0.166 0.890
C6 -0.175 3.285 -0.588
C7 4.567 0.007 2.233
C8 -4.930 -1.216 0.933
C9 -3.697 -1.715 0.610
C10 1.788 -1.338 0.089
C11 0.739 -1.115 -1.008
C12 -4.192 1.049 0.535
C13 -0.715 0.950 -0.375
C14 -2.909 0.567 0.214
C15 1.127 4.056 -0.759
C16 -0.522 -0.474 -0.468
C17 1.663 1.752 -0.462
C18 -2.670 -0.831 0.240
H1 4.911 0.380 0.198
H2 4.221 -0.679 2.987
H3 1.902 1.013 0.304
H4 -0.646 3.496 0.378
H5 3.160 3.340 -0.339
H6 1.381 4.144 -1.816
H7 3.791 -2.294 1.248
H8 1.185 -0.521 -1.811
H9 -4.364 2.113 0.505
H10 4.906 0.969 2.576
H11 -5.728 -1.884 1.221
H12 1.076 5.052 -0.326
H13 2.040 3.269 1.031
H14 -3.481 -2.772 0.628
H15 -6.160 0.532 1.145
H16 -0.910 3.484 -1.369
H17 4.869 -2.124 -0.179
H18 2.148 1.463 -1.404

Atomic partial charges in e from the Löwdin method, atoms 1 to 2: number 1, O, carries 0.012; number 2, O, carries 0.155



No. 3
Formula: C5H12Cl2NO4Ti
Source: the Open Molecules 2025 dataset
Level of theory: wB97M-V/def2-TZVPD

Properties
total charge	-2
LUMO level (alpha / beta)	4.37 / 4.30	eV
orbital gap (alpha / beta)	2.3 / 6.8	eV
spin multiplicity	4

Atoms and positions in Å:
Ti1 2.026 -15.246 -2.958
Cl1 0.436 -13.054 -2.755
Cl2 2.605 -15.978 -5.560
O1 -0.937 -18.627 -2.139
O2 -0.125 -16.642 -2.891
O3 -2.289 -16.881 -2.377
O4 5.999 -19.574 -2.261
N1 3.140 -17.261 -1.713
C1 -1.105 -17.305 -2.496
C2 5.414 -16.917 -0.909
C3 4.658 -19.152 -1.956
C4 4.557 -17.638 -1.958
C5 6.118 -20.973 -2.243
H1 4.242 -19.692 -1.099
H2 -1.814 -18.743 -1.719
H3 7.107 -21.197 -2.658
H4 2.965 -17.202 -0.716
H5 4.085 -19.469 -2.844
H6 4.985 -17.026 0.087
H7 5.405 -21.414 -2.960
H8 2.531 -18.031 -2.008
H9 5.690 -15.894 -1.139
H10 4.829 -17.273 -2.949
H11 5.994 -21.421 -1.252
H12 6.364 -17.476 -0.895

Atomic partial charges in e from the Löwdin method, atoms 1 to 2: number 1, Ti, carries 0.172; number 2, Cl, carries -0.525



In the order shown, the computed F_max values come out to 5.5; 0.9; 2.8 eV/A.